(1)
{
  "formula": "C14H19NO2",
  "method": "wB97M-V/def2-TZVPD",
  "total_charge": 0,
  "smiles": "Cc1c(C)c2c(c(C)c1N)C(C)(C)CC(=O)O2",
  "lumo_energy_ev": 0.59,
  "gap_ev": 8.184,
  "e_homo_ev": -7.59,
  "elements": ["C", "C", "C", "C", "C", "C", "C", "C", "C", "N", "C", "C", "C", "C", "C", "O", "O", "H", "H", "H", "H", "H", "H", "H", "H", "H", "H", "H", "H", "H", "H", "H", "H", "H", "H", "H"],
  "xyz": [[0.82599, 1.14218, -3.48254], [0.39128, 0.84774, -2.12492], [0.76794, 1.62489, -1.02125], [1.30649, 3.02765, -1.18703], [0.52253, 1.14878, 0.22923], [-0.07069, -0.19266, 0.44856], [-0.45647, -0.98636, -0.66132], [-1.10811, -2.32498, -0.58355], [-0.23682, -0.44078, -1.91540], [-0.85205, -1.07417, -3.04034], [-0.18601, -0.69855, 1.91792], [0.31496, -2.28646, 1.98441], [-1.60347, -0.55050, 2.44806], [0.61408, 0.26262, 2.82493], [0.32630, 1.69628, 2.46290], [0.05383, 2.46479, 3.39713], [0.73003, 2.02649, 1.28645], [1.01072, 0.27860, -4.03837], [1.77106, 1.67586, -3.47099], [0.13080, 1.75456, -3.92528], [0.60505, 3.76125, -0.68393], [1.35179, 3.33471, -2.28448], [2.20914, 3.20034, -0.62363], [-1.59208, -2.36963, 0.37419], [-1.96078, -2.25721, -1.30835], [-0.33365, -3.12750, -0.68286], [-1.54508, -1.88720, -2.99381], [-0.74820, -0.60052, -3.85938], [0.93501, -2.40754, 2.91206], [1.06505, -2.52651, 1.21652], [-0.42436, -3.07621, 2.05979], [-1.68168, -0.62476, 3.49865], [-2.25090, -1.29820, 2.05127], [-2.07800, 0.43956, 2.23392], [0.49410, -0.00790, 3.82441], [1.70220, 0.05137, 2.71702]],
  "atomic_forces_ev_per_a": [[1.581, 0.890, 0.828], [-0.065, -2.786, 1.930], [-0.077, 0.496, -1.098], [-1.433, 1.140, -0.662], [-1.813, -3.702, 0.748], [1.035, 1.312, 0.195], [1.073, 1.699, 1.023], [-0.383, 0.582, -0.007], [-1.190, 1.143, -1.405], [-0.313, -2.327, 2.895], [0.247, -1.196, -0.665], [1.495, 1.931, 1.531], [-0.916, 0.830, -1.086], [1.367, -1.726, -2.347], [0.686, -0.275, 5.983], [0.150, -0.623, -2.880], [-0.135, 1.550, -1.923], [0.063, -1.425, -1.007], [0.109, 0.173, -0.030], [-1.644, 1.463, -1.712], [0.442, -0.830, -0.642], [0.313, -0.389, 1.654], [0.675, -0.122, -0.280], [-0.104, -0.559, 0.368], [0.878, -0.965, 0.496], [-1.170, 0.363, -0.335], [1.925, 2.165, -0.012], [-0.088, 1.055, -2.568], [-0.626, 0.280, -0.411], [-0.581, 0.256, -0.159], [-0.432, 0.332, -0.284], [0.318, -0.318, 1.345], [-0.659, -0.544, -0.472], [0.582, -0.608, -0.179], [-0.957, 0.178, 1.729], [-0.354, 0.557, -0.563]]
}

(2)
{
  "formula": "C14H19NOS2",
  "method": "wB97M-V/def2-TZVPD",
  "total_charge": 0,
  "lumo_energy_ev": -2.84,
  "gap_ev": 3.019,
  "e_homo_ev": -5.86,
  "elements": ["C", "C", "N", "C", "S", "S", "C", "C", "O", "H", "H", "H", "H", "H", "H", "H", "H", "C", "C", "C", "C", "C", "C", "C", "C", "C", "H", "H", "H", "H", "H", "H", "H", "H", "H", "H", "H"],
  "xyz": [[2.41678, 0.28519, -4.54732], [1.79507, 0.52098, -3.17028], [1.70597, -0.73127, -2.38861], [0.65291, -0.98603, -1.54237], [-0.53989, 0.16044, -1.31271], [0.55907, -2.43583, -0.71622], [2.92495, -1.56756, -2.42734], [3.44237, -1.71974, -3.85533], [3.62667, -0.45459, -4.47240], [1.73244, -0.27239, -5.19778], [2.65415, 1.23180, -5.05090], [2.36886, 1.25579, -2.60030], [0.78484, 0.92791, -3.27934], [3.68417, -1.10137, -1.79343], [2.70103, -2.54340, -1.98764], [4.40782, -2.24181, -3.88732], [2.73822, -2.29072, -4.47259], [-0.72560, -1.46677, 3.11994], [-1.93576, -0.69724, 2.72574], [-3.18914, -1.49043, 2.59761], [-1.89832, 0.69216, 2.60751], [-3.00449, 1.45341, 2.12307], [-2.92636, 2.81442, 1.98195], [-1.76233, 3.49148, 2.32097], [-0.66942, 2.79173, 2.81420], [-0.72744, 1.43031, 2.95817], [0.16914, -1.08881, 2.62483], [-0.57379, -1.42658, 4.19950], [-0.82624, -2.51539, 2.83972], [-3.94483, -1.00080, 1.98702], [-2.98458, -2.45960, 2.14207], [-3.62002, -1.67783, 3.58181], [-3.91021, 0.95326, 1.83437], [-3.76977, 3.36469, 1.59403], [-1.70479, 4.56143, 2.19705], [0.22806, 3.32384, 3.08871], [0.12048, 0.90934, 3.36360]],
  "atomic_forces_ev_per_a": [[0.122, -0.393, 0.148], [-0.195, -0.362, 0.214], [0.077, -0.040, -0.563], [1.160, 0.042, -0.636], [-0.959, 0.933, 0.325], [0.098, -0.943, 0.632], [-0.477, 0.017, -0.050], [-0.257, 0.275, -0.017], [0.437, 0.276, 0.053], [-0.245, 0.023, 0.101], [-0.046, -0.187, 0.284], [0.188, 0.065, -0.037], [0.193, -0.127, 0.007], [0.153, 0.114, -0.066], [-0.092, 0.197, -0.149], [-0.203, 0.238, 0.150], [-0.148, -0.138, 0.171], [0.045, -0.184, -0.531], [-0.005, -0.753, 0.357], [0.025, 0.169, -0.760], [0.018, 1.324, -0.231], [0.302, -0.439, 0.174], [-0.142, 0.122, -0.042], [0.027, -0.126, -0.024], [0.094, 0.122, 0.117], [-0.327, -0.439, -0.121], [-0.016, 0.006, 0.013], [-0.043, 0.109, 0.158], [-0.048, 0.082, 0.026], [-0.003, 0.009, 0.138], [0.117, 0.012, 0.071], [0.090, 0.029, 0.217], [-0.156, -0.079, -0.086], [-0.077, 0.005, -0.035], [0.001, 0.116, -0.018], [0.090, 0.014, 0.012], [0.200, -0.090, 0.000]]
}

(3)
{
  "formula": "C14H20AuN6O2S",
  "method": "wB97M-V/def2-TZVPD",
  "total_charge": 1,
  "lumo_energy_ev": -4.07,
  "gap_ev": 7.135,
  "e_homo_ev": -11.21,
  "elements": ["Au", "C", "C", "N", "C", "S", "N", "N", "C", "C", "C", "C", "C", "C", "C", "N", "H", "H", "H", "H", "H", "H", "H", "H", "H", "H", "H", "H", "H", "C", "C", "N", "O", "C", "C", "N", "O", "H", "H", "H", "H", "H", "H", "H"],
  "xyz": [[0.36412, 0.46636, 0.13022], [2.07955, -4.79240, -1.06693], [0.60028, -4.46311, -1.19394], [0.35310, -3.25452, -1.97639], [0.34653, -2.00650, -1.51735], [0.56178, -1.80044, 0.23094], [0.17684, -1.04214, -2.40083], [0.17711, 0.19635, -1.86360], [0.02022, 1.26003, -2.57833], [-0.17298, 1.22977, -4.05336], [0.06503, 2.53793, -1.83371], [-0.04263, 3.76942, -2.44794], [0.05152, 4.92098, -1.67349], [0.26323, 4.81542, -0.31255], [0.36298, 3.55240, 0.25137], [0.24923, 2.45889, -0.49394], [2.20786, -5.71022, -0.49380], [2.61588, -3.99272, -0.55612], [2.53065, -4.93927, -2.04827], [0.13931, -4.33521, -0.21401], [0.06302, -5.27160, -1.68770], [0.27121, -3.33890, -2.97877], [-0.15357, 0.20620, -4.41093], [0.61546, 1.79795, -4.54986], [-1.13038, 1.68356, -4.31670], [-0.18985, 3.83217, -3.51591], [-0.03043, 5.89268, -2.14126], [0.35763, 5.68880, 0.31552], [0.56526, 3.38958, 1.30211], [-1.64833, -1.56046, 3.60609], [-1.29570, -0.40069, 2.72692], [-1.97619, -0.01016, 1.71924], [-3.06445, -0.83201, 1.47465], [-0.09931, 0.39820, 3.04363], [0.23778, 0.72326, 4.46234], [0.65942, 0.84104, 2.08977], [1.65190, 1.61815, 2.24000], [-2.15619, -2.33196, 3.03388], [-2.32394, -1.23793, 4.40130], [-0.75507, -1.97510, 4.06967], [-3.53301, -0.38180, 0.76400], [-0.66917, 0.89920, 5.03992], [0.87561, 1.60228, 4.49505], [0.77868, -0.10344, 4.92905]],
  "atomic_forces_ev_per_a": [[0.047, -0.051, 0.067], [-0.001, -0.001, 0.000], [0.008, 0.006, 0.001], [-0.011, -0.013, 0.005], [0.011, 0.003, -0.005], [-0.021, 0.018, -0.034], [0.001, -0.002, 0.007], [0.010, 0.002, -0.034], [0.003, -0.004, 0.001], [-0.009, -0.005, -0.001], [-0.005, 0.010, 0.002], [-0.001, -0.001, 0.000], [0.001, 0.005, 0.001], [-0.001, -0.001, -0.013], [-0.010, 0.009, 0.004], [-0.023, 0.022, -0.014], [0.001, 0.002, 0.002], [0.001, 0.001, -0.001], [0.000, -0.002, 0.000], [-0.004, -0.004, 0.000], [0.001, 0.001, -0.004], [-0.002, 0.001, 0.000], [-0.001, 0.001, -0.001], [0.004, -0.001, 0.002], [0.003, 0.004, -0.001], [0.000, -0.002, -0.001], [0.000, 0.000, -0.001], [-0.001, -0.001, 0.002], [0.007, -0.006, -0.001], [0.005, 0.024, 0.019], [0.020, -0.012, 0.001], [-0.033, 0.022, 0.037], [-0.008, -0.009, -0.015], [0.010, 0.007, -0.003], [-0.012, -0.005, -0.001], [0.009, -0.014, -0.025], [0.009, 0.001, 0.031], [0.003, -0.002, -0.010], [-0.018, -0.012, -0.010], [-0.003, 0.009, 0.002], [-0.009, -0.003, -0.004], [0.000, -0.011, -0.004], [0.001, 0.006, 0.002], [0.019, 0.011, -0.004]]
}

> What is the formula in the third record?

C14H20AuN6O2S